Record 1
Molecular formula: C17H19N
Method: DFT, the ωB97M-V functional and the def2-TZVPD basis

Results
* total charge: -1
* spin multiplicity: 2
* HOMO level (alpha / beta): 0.0223 / -0.1155 Eh
* energy relative to the best compared isomer or geometry (same formula, charge and spin): 237.7 kJ/mol
* calculated total energy: -19423.7426 eV
* HOMO-LUMO gap (alpha / beta): 0.09149 / 0.22675 hartree

```
37
Properties=species:S:1:pos:R:3:forces:R:3
C -1.4933 -1.8010 -1.2264 3.56 0.98 -2.99
C -2.4630 -2.3164 -2.3405 0.61 -1.66 1.77
C -1.6321 -0.4455 -0.5883 -0.45 1.79 -1.13
C -2.2851 -0.2016 0.5794 0.01 2.31 -0.61
C -1.3085 0.9221 -1.1319 -0.19 -3.21 1.79
C -1.7922 1.8741 -0.2309 -0.36 0.00 -0.17
C -0.3934 1.3501 -2.1025 -0.16 0.52 -0.40
C -1.6625 3.2390 -0.5164 1.87 -3.20 -2.36
C -0.3015 2.7042 -2.3812 -1.35 1.14 1.83
C -0.9159 3.7383 -1.6244 0.10 -2.09 -0.83
N -2.3799 1.1850 0.8411 0.00 0.99 -0.12
H -1.1845 -2.5921 -0.5732 -0.35 -0.36 0.89
H -0.5098 -1.7231 -1.8910 -1.37 0.15 1.53
H -3.2834 -1.6142 -2.4201 -0.14 -0.18 -0.78
H -2.5163 -0.7691 1.3758 -0.95 -2.46 2.26
H -2.8395 1.6266 1.6703 0.80 -0.83 -1.49
H 0.3861 0.7158 -2.4499 0.25 -0.73 -0.75
H -2.0438 3.8681 0.0956 -2.64 4.29 4.22
H 0.2670 2.8777 -3.2058 1.89 1.19 -2.24
H -0.9235 4.8146 -1.8466 0.22 -0.67 -0.11
H -2.7820 -3.3354 -2.0015 -0.64 0.88 -0.03
H -1.8590 -2.6440 -3.2025 -0.66 1.11 -0.27
C 1.0595 -1.5236 3.3363 -1.49 -1.96 -0.18
C 1.3327 -0.1122 1.1176 -0.90 -2.28 2.76
C 1.6743 -1.0727 2.0876 4.40 0.95 -1.11
C 2.1567 0.3395 0.1679 1.73 1.27 -1.08
C 3.0219 -1.5703 2.0044 -1.86 2.45 -1.39
C 3.5181 0.0624 0.2597 -1.76 -1.02 0.36
C 3.9139 -0.9227 1.1484 0.88 -0.74 0.46
H 0.3979 0.3080 1.1796 -2.36 0.82 -0.05
H 1.7365 1.0518 -0.5379 0.27 -0.01 -0.04
H 1.6280 -1.4440 4.2846 -0.07 0.42 -0.79
H 1.0313 -2.6339 3.0860 -0.78 0.94 1.07
H 3.2362 -2.2701 2.7573 1.07 -0.98 0.58
H 4.1672 0.5867 -0.3640 1.28 0.51 -0.90
H 4.9721 -1.1770 1.2029 -0.10 -0.03 -0.02
H 0.0697 -1.0953 3.4407 -0.35 -0.29 0.33
```
Positions in Å, forces in eV/Å.

---

Record 2
Molecular formula: C40H56
Method: DFT, the ωB97M-V functional and the def2-TZVPD basis

Results
* total charge: 0
* spin multiplicity: 1
* HOMO level: -0.2319 Eh
* energy relative to the best compared isomer or geometry (same formula, charge and spin): 0.0 kJ/mol
* calculated total energy: -42384.6167 eV
* HOMO-LUMO gap: 0.19984 hartree

```
96
Properties=species:S:1:pos:R:3:forces:R:3
C 14.2139 -3.5449 0.6979 0.04 0.21 0.03
C 15.5087 -2.7924 0.6223 0.13 -0.15 0.01
C 15.6282 -1.4761 0.7502 0.00 0.13 0.12
C 14.5225 -0.4905 0.9719 -0.01 -0.10 -0.27
H 14.9111 0.3715 1.5172 -0.05 0.01 0.09
H 13.7184 -0.9254 1.5675 -0.02 0.07 0.03
C 13.9358 -0.0144 -0.3738 -0.13 -0.05 0.28
C 12.8359 0.9785 -0.1561 -0.39 -0.20 -0.20
C 11.5470 0.6170 -0.2853 0.82 -0.23 -0.09
C 10.4145 1.4633 -0.0679 -0.94 0.07 0.02
C 9.1406 1.0355 -0.2194 0.98 -0.14 -0.02
C 7.9534 1.8121 -0.0225 -1.16 0.09 0.00
C 6.7413 1.2165 -0.2199 1.39 -0.07 0.01
C 5.4539 1.7909 -0.0837 -1.33 -0.03 -0.04
C 4.3122 1.0865 -0.3083 1.27 0.09 0.05
C 2.9790 1.5776 -0.1954 -1.34 -0.17 -0.07
C 1.9406 0.7235 -0.4548 1.50 0.27 0.10
C 0.5562 0.9923 -0.4013 -1.36 -0.37 -0.13
C -0.3961 0.0555 -0.6777 1.36 0.37 0.12
C -1.7799 0.3259 -0.6196 -1.50 -0.26 -0.09
C -2.8216 -0.5271 -0.8688 1.34 0.17 0.06
C -4.1527 -0.0336 -0.7429 -1.28 -0.09 -0.03
C -5.2990 -0.7381 -0.9421 1.33 0.03 0.01
C -6.5821 -0.1583 -0.7895 -1.39 0.07 0.02
C -7.8000 -0.7530 -0.9496 1.17 -0.09 -0.03
C -8.9792 0.0322 -0.7393 -1.00 0.16 0.05
C -10.2588 -0.3936 -0.8426 0.97 -0.14 -0.02
C -11.3760 0.4693 -0.6142 -0.82 0.24 0.06
C -12.6816 0.1546 -0.6831 0.33 0.13 -0.06
C -13.2241 -1.1980 -1.0180 0.18 -0.03 -0.01
H -12.4614 -1.9697 -0.9948 0.01 -0.13 -0.03
H -14.0116 -1.4607 -0.3126 -0.05 -0.07 -0.01
H -13.6662 -1.1807 -2.0158 -0.07 -0.04 -0.06
C -13.7183 1.2022 -0.3892 0.18 0.24 0.28
H -13.3887 2.1705 -0.7733 -0.04 -0.02 -0.07
H -14.6601 0.9401 -0.8737 -0.05 0.05 -0.06
C -13.9641 1.3481 1.1287 -0.20 0.03 -0.24
C -14.4962 0.0885 1.7407 0.06 0.11 0.12
C -15.7643 -0.3066 1.7668 -0.08 -0.14 0.12
C -16.1636 -1.6109 2.3937 0.15 0.08 -0.05
H -16.8317 -1.4352 3.2369 -0.09 -0.04 0.06
H -16.6997 -2.2286 1.6730 -0.08 -0.10 -0.02
H -15.2961 -2.1613 2.7489 0.04 -0.07 0.04
C -16.9090 0.4641 1.1795 0.22 0.06 0.03
H -17.2623 -0.0294 0.2732 -0.09 -0.02 -0.07
H -17.7404 0.4934 1.8827 -0.10 0.03 0.02
H -16.6305 1.4820 0.9253 -0.04 0.11 -0.06
H -13.7452 -0.5584 2.1760 0.01 -0.19 0.08
H -14.6591 2.1758 1.2863 0.04 0.05 0.05
H -13.0185 1.6071 1.6082 -0.03 0.08 -0.01
H -11.1197 1.4922 -0.3608 -0.03 0.16 0.01
H -10.4623 -1.4188 -1.1107 0.05 -0.17 -0.05
H -8.8111 1.0686 -0.4699 -0.02 0.12 0.03
C -7.9719 -2.1929 -1.3338 0.12 0.13 0.03
H -8.5203 -2.7244 -0.5563 -0.06 -0.08 0.01
H -7.0193 -2.6904 -1.4790 0.02 -0.08 -0.02
H -8.5414 -2.2673 -2.2600 -0.06 -0.07 -0.05
H -6.5815 0.8892 -0.5084 -0.07 0.11 0.03
H -5.2350 -1.7776 -1.2254 0.07 -0.13 -0.04
H -4.2466 1.0077 -0.4569 -0.04 0.11 0.03
C -2.6300 -1.9608 -1.2681 0.07 0.15 0.04
H -3.1013 -2.6192 -0.5386 -0.04 -0.09 0.00
H -1.5804 -2.2245 -1.3360 0.03 -0.08 -0.02
H -3.0919 -2.1441 -2.2380 -0.04 -0.08 -0.05
H -2.0389 1.3411 -0.3387 -0.09 0.08 0.02
H -0.0643 -0.9369 -0.9511 0.08 -0.10 -0.03
H 0.2231 1.9842 -0.1278 -0.08 0.10 0.03
H 2.2025 -0.2907 -0.7361 0.09 -0.08 -0.02
C 2.7817 3.0103 0.2046 -0.07 -0.15 -0.04
H 1.7313 3.2749 0.2552 -0.03 0.08 0.02
H 3.2658 3.6701 -0.5151 0.04 0.09 0.00
H 3.2270 3.1909 1.1828 0.04 0.08 0.05
H 4.4117 0.0477 -0.6015 0.04 -0.11 -0.03
H 5.3827 2.8268 0.2103 -0.07 0.13 0.04
H 6.7500 0.1739 -0.5184 0.07 -0.11 -0.03
C 8.1118 3.2450 0.3924 -0.12 -0.13 -0.04
H 8.6930 3.7879 -0.3525 0.06 0.08 -0.01
H 7.1550 3.7427 0.5065 -0.02 0.08 0.02
H 8.6427 3.3024 1.3424 0.06 0.07 0.05
H 8.9848 0.0054 -0.5187 0.02 -0.12 -0.03
H 10.6115 2.4815 0.2307 -0.06 0.20 0.06
H 11.3236 -0.4005 -0.5834 0.04 -0.15 -0.06
C 13.2566 2.3597 0.2548 -0.13 -0.01 0.03
H 12.8428 3.1064 -0.4222 0.01 0.11 0.00
H 14.3395 2.4523 0.2419 0.08 0.06 0.02
H 12.9046 2.5902 1.2604 0.03 0.11 0.07
H 14.7371 0.4359 -0.9655 0.02 -0.03 -0.08
H 13.5611 -0.8843 -0.9156 0.03 -0.01 -0.04
H 16.6131 -1.0373 0.6490 0.19 -0.05 -0.03
C 16.7054 -3.6645 0.3762 -0.04 0.17 -0.01
H 16.8244 -4.3801 1.1897 0.03 -0.11 0.04
H 17.6153 -3.0753 0.2970 0.09 0.01 -0.01
H 16.5755 -4.2320 -0.5451 0.04 -0.11 -0.07
H 14.2977 -4.3631 1.4126 -0.05 -0.09 0.04
H 13.9848 -3.9807 -0.2750 -0.05 -0.09 -0.06
H 13.3844 -2.9095 0.9903 -0.14 0.01 0.02
```
Positions in Å, forces in eV/Å.

---

Record 3
Molecular formula: CH10O3S2
Method: DFT, the ωB97M-V functional and the def2-TZVPD basis

Results
* total charge: 0
* spin multiplicity: 1
* HOMO level: -0.3213 Eh
* energy relative to the best compared isomer or geometry (same formula, charge and spin): 153.3 kJ/mol
* calculated total energy: -29010.9139 eV
* SMILES: CSS.O.O.O
* HOMO-LUMO gap: 0.31693 hartree

```
16
Properties=species:S:1:pos:R:3:forces:R:3
C 1.2880 2.4779 0.3241 -1.64 0.77 0.17
S 0.2076 2.2683 -1.1664 1.23 -0.24 -0.58
S 1.3164 1.7570 -2.9959 -1.26 0.00 0.85
H 2.3193 2.5067 0.5282 1.82 -0.59 -1.38
H 0.9256 1.7602 1.0333 -0.48 -0.29 0.40
H 1.0514 3.4926 0.6389 -0.57 -0.03 0.18
H 0.1392 1.2496 -3.5162 0.92 0.29 0.34
O 1.2413 -1.2113 -0.8912 -0.09 -0.51 -0.73
H 0.8660 -0.3138 -1.0317 0.28 -0.88 -0.41
H 1.2838 -1.7341 -1.7375 -0.24 1.37 1.22
O 0.5505 -1.8318 1.9250 1.24 0.69 -1.01
H -0.1532 -2.4291 1.8225 -1.82 -1.34 0.66
H 0.8262 -1.8773 0.9871 0.62 0.75 0.28
O -4.0621 -1.6802 1.3863 3.02 0.40 0.29
H -4.6865 -2.3748 1.2619 -0.32 -1.04 -0.13
H -3.1135 -2.0598 1.4316 -2.71 0.67 -0.16
```
Positions in Å, forces in eV/Å.